# 1
Density functional theory data (ωB97M-V/def2-TZVPD) for 2 unconnected molecules or ions with the total composition C2H6O in a non-equilibrium geometry.

Net charge = 0
SMILES string = C=C.O

Structure (XYZ):
```
9
Properties=species:S:1:pos:R:3:mulliken_charge:R:1
C 0.227 0.201 -0.870 -0.2810
C 0.029 1.473 -1.388 -0.4951
H -0.019 -0.002 0.178 0.0888
H 0.664 -0.615 -1.457 0.2356
H -0.387 2.291 -0.789 0.2301
H 0.350 1.702 -2.410 0.2266
O -0.279 -1.598 2.637 -0.6487
H -0.892 -1.238 1.956 0.3158
H 0.307 -2.214 2.142 0.3280
```

***

# 2
Density functional theory data (ωB97M-V/def2-TZVPD) for N4O2 in the gas phase in a non-equilibrium geometry.

Net charge = 0

Structure (XYZ):
```
6
Properties=species:S:1:pos:R:3:mulliken_charge:R:1
N 2.580 -0.131 0.223 -0.1487
N -0.024 -0.586 -0.123 -0.2517
N 1.560 -0.048 -0.182 0.3521
N -1.046 0.161 -0.021 1.1278
O -1.184 1.340 -0.068 -0.5715
O -1.887 -0.736 0.171 -0.5080
```

***

# 3
Density functional theory data (ωB97M-V/def2-TZVPD) for a gas-phase ion, C4H6BrF3N3 (charge +1) in a non-equilibrium geometry.

Net charge = +1
SMILES string = C[N@@H+]1N=CN(C(F)(F)F)[C@H]1Br

Structure (XYZ):
```
17
Properties=species:S:1:pos:R:3:mulliken_charge:R:1
C -1.707 -1.089 -1.285 -0.8167
N -1.077 -0.707 0.045 0.4666
N -1.513 0.624 0.305 -0.7987
C -0.444 1.357 0.297 0.1621
N 0.682 0.695 0.039 -0.0214
C 1.956 1.181 0.656 0.7188
F 2.231 2.292 -0.003 -0.2340
F 1.787 1.482 1.892 -0.1822
F 2.873 0.251 0.499 -0.1713
C 0.380 -0.775 0.033 -0.5151
Br 1.196 -1.684 1.692 -0.0551
H -1.561 -0.151 -1.858 0.2992
H -1.099 -1.944 -1.624 0.3921
H -2.681 -1.281 -1.080 0.3955
H -1.541 -1.371 0.722 0.4747
H -0.428 2.401 0.465 0.5106
H 0.947 -1.280 -0.794 0.3751
```

***

# 4
Density functional theory data (ωB97M-V/def2-TZVPD) for 5 unconnected molecules or ions with the total composition C22H36B2F5O6 in a non-equilibrium geometry.

Net charge = -1

Structure (XYZ):
```
71
Properties=species:S:1:pos:R:3:mulliken_charge:R:1
C -2.003 -0.251 3.836 -1.1306
C -1.087 -1.483 3.702 0.0623
O 0.063 -1.216 2.899 -0.5797
B -0.020 -1.765 1.589 0.9456
O -1.262 -1.579 0.926 -0.5372
B 1.312 -2.603 0.997 0.0504
C 1.448 -2.626 -0.627 0.6348
F 2.352 -3.606 -1.062 -0.4235
F 0.246 -2.983 -1.246 -0.3570
C 1.868 -1.272 -1.198 0.0776
C 1.214 -0.801 -2.320 -0.9111
C 1.554 0.426 -2.842 -0.4466
C 2.533 1.194 -2.280 -0.9431
C 3.211 0.713 -1.176 -0.0019
C 4.314 1.566 -0.592 0.9521
F 4.887 2.322 -1.561 -0.2769
F 5.257 0.805 -0.016 -0.2677
F 3.865 2.447 0.329 -0.2689
C 2.869 -0.505 -0.652 -0.2989
H -2.980 -0.545 4.243 0.3195
H -2.099 0.245 2.867 0.2856
H -1.583 0.467 4.554 0.2441
H -0.712 -1.729 4.702 0.2866
H -1.695 -2.320 3.337 0.1759
H -1.469 -0.648 0.797 0.2057
H 2.292 -2.072 1.480 -0.3630
H 1.257 -3.747 1.415 -0.3002
H 0.439 -1.380 -2.807 0.4720
H 1.040 0.802 -3.725 0.3988
H 2.791 2.167 -2.686 0.6028
H 3.395 -0.893 0.214 0.4748
C -4.017 -6.396 -0.205 -1.1584
C -3.204 -5.523 0.728 0.7626
O -3.225 -5.707 1.925 -0.5736
C -2.381 -4.433 0.097 -0.5520
H -4.562 -7.139 0.376 0.3258
H -4.734 -5.784 -0.756 0.3036
H -3.356 -6.910 -0.905 0.3024
H -3.030 -3.739 -0.440 0.3126
H -1.652 -4.866 -0.590 0.3067
H -1.847 -3.883 0.865 -0.0575
C -3.205 2.369 -5.414 -1.1555
C -1.743 1.990 -5.448 0.7500
O -1.393 0.842 -5.588 -0.5473
C -0.740 3.106 -5.301 -0.9865
H -3.813 1.473 -5.531 0.3098
H -3.447 2.837 -4.458 0.3196
H -3.432 3.058 -6.230 0.3309
H -0.873 3.606 -4.341 0.3156
H -0.861 3.822 -6.117 0.4233
H 0.266 2.693 -5.342 0.2559
C 0.514 -2.712 8.748 -1.0871
C -0.262 -1.679 7.966 0.7193
O -0.418 -1.779 6.774 -0.4715
C -0.835 -0.515 8.740 -1.0622
H 0.866 -3.487 8.070 0.2852
H 1.376 -2.246 9.229 0.3247
H -0.128 -3.169 9.504 0.3178
H -0.031 0.045 9.221 0.3262
H -1.535 -0.877 9.496 0.3193
H -1.364 0.145 8.057 0.2517
C 0.907 7.274 -4.394 -1.1699
C 1.783 6.043 -4.360 0.8553
O 1.407 5.016 -3.849 -0.4826
C 3.150 6.154 -4.991 -1.1304
H -0.041 7.055 -3.907 0.2869
H 1.394 8.094 -3.864 0.3584
H 0.714 7.567 -5.428 0.3296
H 3.733 6.926 -4.487 0.3606
H 3.053 6.398 -6.051 0.3227
H 3.669 5.202 -4.896 0.2754
```

***

# 5
Density functional theory data (ωB97M-V/def2-TZVPD) for 25 unconnected molecules or ions with the total composition C5H60BO26S in a non-equilibrium geometry.

Net charge = -1

Structure (XYZ):
```
93
Properties=species:S:1:pos:R:3:mulliken_charge:R:1
C 1.288 1.073 0.031 -0.5665
C 0.988 -0.555 0.040 -0.4262
S -0.110 -1.050 -1.394 -0.4567
C -1.666 -0.010 -1.496 -0.4102
C -2.493 -0.018 -0.081 0.4554
C -2.881 1.496 0.436 -0.0369
O -4.255 1.371 1.009 -0.4310
B -4.830 0.274 0.161 0.4604
O -3.793 -0.612 -0.452 -0.4483
H 1.797 1.339 1.052 0.0281
H 2.029 1.326 -0.838 0.0721
H 0.259 1.596 -0.160 0.3526
H 0.576 -0.829 1.104 0.2684
H 2.043 -1.076 -0.143 0.5224
H -1.492 1.115 -1.799 0.2332
H -2.367 -0.461 -2.350 0.2540
H -2.061 -0.728 0.753 -0.0008
H -2.092 1.846 1.228 -0.0617
H -2.964 2.305 -0.412 0.1604
H -5.484 0.667 -0.749 -0.4035
H -5.343 -0.465 0.929 -0.2802
O -3.827 3.357 3.587 -0.6970
H -4.656 3.549 4.051 0.2796
H -4.068 2.664 2.955 0.4047
O 1.375 0.335 -3.821 -0.5992
H 2.280 0.023 -3.971 0.3159
H 0.894 -0.462 -3.552 0.2299
O -5.801 2.218 -2.300 -0.6325
H -5.898 3.159 -2.092 0.2859
H -6.252 2.118 -3.152 0.2509
O -4.115 -1.333 3.521 -0.6851
H -4.078 -0.745 4.291 0.2583
H -3.964 -0.742 2.768 0.3784
O -0.586 -4.698 -0.417 -0.6299
H -1.051 -5.095 -1.169 0.2710
H -0.620 -3.746 -0.597 0.3409
O 3.978 0.571 -1.034 -0.5306
H 4.488 1.393 -1.078 0.2617
H 4.577 -0.052 -0.595 0.2887
O -5.931 -1.818 -2.599 -0.6542
H -5.572 -2.401 -3.285 0.2907
H -5.153 -1.554 -2.086 0.2933
O 3.955 1.773 -4.874 -0.6214
H 4.292 2.673 -4.994 0.2932
H 2.996 1.866 -4.981 0.3225
O 4.086 0.156 1.552 -0.7244
H 3.905 0.957 2.067 0.3979
H 3.252 -0.021 1.093 0.2266
O -1.494 -7.385 -1.957 -0.5867
H -0.589 -7.697 -2.107 0.2990
H -1.975 -8.182 -1.687 0.2831
O 4.869 0.593 4.070 -0.5932
H 5.228 0.010 3.384 0.2883
H 5.647 0.857 4.583 0.3066
O 6.930 2.589 3.827 -0.6086
H 6.833 3.531 4.035 0.2953
H 6.479 2.490 2.975 0.2913
O 2.106 2.403 4.883 -0.6686
H 3.011 2.091 4.733 0.3133
H 1.625 1.606 5.153 0.3316
O -0.704 1.709 3.151 -0.5685
H 0.240 1.644 3.362 0.2331
H -0.893 2.657 3.216 0.3041
O -3.815 -3.690 0.995 -0.6679
H -3.778 -3.102 1.764 0.2973
H -3.664 -3.099 0.242 0.2737
O 9.955 1.772 3.667 -0.6456
H 10.292 2.672 3.547 0.2960
H 8.996 1.865 3.560 0.3514
O 5.155 3.220 0.667 -0.5525
H 5.492 4.120 0.547 0.2802
H 4.196 3.313 0.560 0.2967
O 8.207 3.374 1.341 -0.5831
H 8.771 3.625 0.594 0.2750
H 7.764 2.567 1.038 0.3189
O -2.315 -7.308 -4.714 -0.6059
H -2.278 -6.721 -3.945 0.3229
H -2.164 -6.718 -5.467 0.2922
O -3.894 4.081 -3.341 -0.6626
H -2.989 3.769 -3.491 0.3379
H -4.375 3.284 -3.072 0.4144
O -4.581 -6.364 1.802 -0.6209
H -4.187 -6.792 1.027 0.2821
H -4.290 -5.443 1.734 0.4195
O -3.751 5.999 1.939 -0.6149
H -3.812 6.812 2.462 0.2926
H -3.694 5.297 2.605 0.3444
O -0.273 2.704 -3.454 -0.5779
H 0.237 1.881 -3.418 0.2987
H -0.421 2.847 -4.401 0.3097
O 0.707 -8.357 -3.838 -0.6013
H 1.271 -8.106 -4.585 0.2962
H 0.264 -9.164 -4.141 0.3122
```

***

# 6
Density functional theory data (ωB97M-V/def2-TZVPD) for 5 unconnected molecules or ions with the total composition C38H62N4O13 in a non-equilibrium geometry.

Net charge = 0
SMILES string = CC(=O)N(C)CCCCc1cc2c(cc1CCOC=O)C(=O)C(CC(N)(N)N)=CC2=O.CCOC(C)=O.CCOC(C)=O.CCOC(C)=O.CCOC(C)=O

Structure (XYZ):
```
117
Properties=species:S:1:pos:R:3:mulliken_charge:R:1
C -6.504 0.696 2.418 -1.2448
C -5.334 0.093 1.681 0.7984
O -5.427 -0.188 0.504 -0.6221
N -4.121 -0.139 2.344 0.3698
C -4.036 0.260 3.745 -1.1606
C -3.560 -1.469 2.068 -1.1212
C -2.241 -1.408 1.291 -1.0090
C -1.175 -0.492 1.894 -0.6250
C -0.202 -1.202 2.871 -0.9792
C 1.185 -0.605 2.768 0.8961
C 1.342 0.703 3.249 -0.9487
C 2.547 1.365 3.102 -0.0030
C 3.623 0.718 2.494 0.5220
C 3.499 -0.585 2.055 -0.8759
C 2.274 -1.256 2.175 0.5307
C 2.164 -2.637 1.576 -1.5591
C 1.789 -2.563 0.107 -0.1332
O 2.840 -1.843 -0.575 -0.2779
C 2.423 -0.927 -1.471 0.0736
O 2.868 0.177 -1.538 -0.4546
C 4.869 1.498 2.284 0.0141
O 5.975 1.010 2.287 -0.6098
C 4.658 2.964 2.042 1.1526
C 5.592 3.621 1.066 -2.1821
C 4.881 3.955 -0.277 1.0775
N 5.920 4.014 -1.309 -0.7910
N 3.820 2.979 -0.518 -0.3785
N 4.236 5.275 -0.269 -0.6473
C 3.644 3.568 2.668 0.0353
C 2.728 2.781 3.528 -0.2866
O 2.174 3.251 4.498 -0.5934
H -7.396 0.254 1.982 0.3622
H -6.505 0.505 3.488 0.3501
H -6.540 1.772 2.249 0.2517
H -2.989 0.352 4.035 0.2083
H -4.497 -0.473 4.417 0.3964
H -4.503 1.230 3.892 0.3896
H -3.394 -1.968 3.028 0.3535
H -4.271 -2.037 1.471 0.4890
H -1.845 -2.422 1.183 0.4081
H -2.477 -1.048 0.288 0.4194
H -0.576 -0.074 1.081 0.5025
H -1.633 0.364 2.388 0.5500
H -0.533 -1.056 3.901 0.4247
H -0.204 -2.269 2.662 0.3659
H 0.504 1.219 3.701 0.5762
H 4.328 -1.084 1.571 0.4481
H 3.119 -3.155 1.667 0.4577
H 1.406 -3.225 2.090 0.4627
H 0.831 -2.053 -0.014 0.3175
H 1.717 -3.565 -0.323 0.3024
H 1.679 -1.298 -2.194 0.4309
H 6.005 4.538 1.482 0.4372
H 6.397 2.924 0.837 0.3306
H 6.168 3.077 -1.608 0.2794
H 5.531 4.467 -2.131 0.2899
H 3.181 3.355 -1.208 0.2168
H 4.175 2.104 -0.897 0.2123
H 4.840 5.924 -0.759 0.2981
H 4.166 5.632 0.675 0.1890
H 3.429 4.624 2.557 0.2799
C -5.939 7.025 2.383 -0.8579
C -5.999 5.889 1.384 -0.2984
O -6.585 4.707 1.956 -0.3452
C -7.915 4.499 1.987 0.8932
C -8.858 5.636 1.669 -1.2011
O -8.320 3.420 2.330 -0.5463
H -6.932 7.340 2.705 0.3438
H -5.435 7.884 1.939 0.2627
H -5.384 6.713 3.268 0.2480
H -6.526 6.172 0.473 0.3110
H -4.991 5.603 1.095 0.2524
H -9.093 6.154 2.599 0.2903
H -9.774 5.209 1.271 0.3360
H -8.469 6.354 0.955 0.3393
C 3.624 -4.070 -2.989 -0.5607
C 3.648 -5.454 -3.600 -0.6206
O 2.331 -5.998 -3.749 -0.3702
C 1.559 -5.761 -4.831 0.8587
C 1.960 -4.691 -5.818 -1.0912
O 0.536 -6.379 -4.943 -0.5521
H 3.109 -3.357 -3.634 0.2461
H 4.639 -3.709 -2.822 0.4330
H 3.103 -4.091 -2.033 -0.0223
H 4.183 -5.475 -4.550 0.3967
H 4.156 -6.151 -2.936 0.3697
H 1.504 -3.751 -5.509 0.2574
H 1.559 -4.966 -6.789 0.3252
H 3.033 -4.546 -5.914 0.3405
C 1.388 -9.457 -5.136 -0.8006
C 0.396 -9.413 -6.277 -0.4669
O 1.040 -9.534 -7.554 -0.3644
C 1.328 -10.721 -8.121 0.7160
C 1.211 -11.987 -7.301 -0.8947
O 1.728 -10.736 -9.253 -0.5717
H 1.905 -10.417 -5.091 0.3688
H 0.881 -9.287 -4.188 0.3372
H 2.139 -8.678 -5.267 0.1366
H -0.387 -10.164 -6.168 0.3455
H -0.094 -8.442 -6.302 0.3370
H 2.174 -12.177 -6.827 0.2405
H 0.993 -12.805 -7.981 0.3065
H 0.443 -11.956 -6.533 0.3129
C 0.931 5.951 3.446 -0.8944
C 0.647 6.339 2.010 -0.2167
O -0.547 5.716 1.516 -0.3625
C -1.769 6.245 1.694 0.6323
C -1.953 7.392 2.661 -0.8258
O -2.701 5.745 1.121 -0.5665
H 0.140 6.297 4.113 0.3357
H 1.873 6.382 3.785 0.3622
H 0.996 4.871 3.543 0.1967
H 0.598 7.420 1.873 0.3572
H 1.432 5.975 1.348 0.1774
H -2.179 6.978 3.644 0.2341
H -2.806 7.977 2.328 0.2122
H -1.093 8.050 2.748 0.3500
```

***

Number 1: orbital gap 11.02 eV, energy -154.9941 Ha. Number 2: orbital gap 9.73 eV, energy -369.2633 Ha. Number 3: orbital gap 10.62 eV, energy -3193.5833 Ha. Number 4: orbital gap 6.62 eV, energy -1860.4910 Ha. Number 5: orbital gap 5.21 eV, energy -2605.7502 Ha. Number 6: orbital gap 8.39 eV, energy -2682.3255 Ha.